A structure of composition C14H15AuF5N3PS at a distorted geometry, computed with the ωB97M-V functional and the def2-TZVPD basis.

Computed properties:
largest force on an atom	2.88	eV Å⁻¹
HOMO-LUMO gap	4.4	eV
total charge	+1

CARTESIAN COORDINATES (ANGSTROEM)
Au 0.132 0.252 -0.460
F -6.033 1.609 2.707
C -5.076 0.992 2.044
C -3.802 1.561 1.960
F -3.541 2.708 2.565
C -2.805 0.915 1.246
F -1.589 1.480 1.201
C -3.024 -0.306 0.595
S -1.834 -1.160 -0.324
C -4.310 -0.872 0.716
F -4.557 -2.035 0.134
C -5.322 -0.238 1.427
F -6.516 -0.799 1.531
C 2.788 -3.827 0.300
C 1.831 -2.644 0.427
P 1.639 -1.623 -1.091
C 3.317 -1.042 -1.565
C 3.341 0.096 -2.580
C 1.042 -2.750 -2.417
C 0.491 -2.060 -3.660
H 2.824 -4.345 1.257
H 3.798 -3.499 0.062
H 2.445 -4.536 -0.450
H 2.169 -1.973 1.223
H 0.831 -3.002 0.697
H 3.848 -1.911 -1.968
H 3.815 -0.729 -0.642
H 2.995 -0.229 -3.558
H 4.362 0.455 -2.690
H 2.724 0.933 -2.259
H 0.269 -3.383 -1.971
H 1.897 -3.378 -2.689
H -0.321 -1.379 -3.413
H 0.097 -2.815 -4.336
H 1.260 -1.506 -4.191
N 1.385 1.817 -0.312
C 2.328 2.334 0.166
N 3.217 2.971 0.725
C 4.465 3.226 0.686
N 5.598 3.447 0.652